# 1
Here is a molecular structure, C40H34ClN6O5S2SeSm from the Open Molecules 2025 dataset. Energies are from ωB97M-V with the def2-TZVPD basis set.

```
! wB97M-V def2-TZVPD RIJCOSX def2/J DEFGRID3
* xyz 0 6
Sm 0.490 -0.080 -0.225
O -0.560 1.491 1.327
S -1.055 3.094 -1.112
O -0.932 4.188 -2.040
N -0.452 1.727 -1.626
C -0.778 1.325 -2.955
C -1.798 1.833 -3.722
C -2.038 1.360 -5.031
C -1.250 0.406 -5.592
C -0.169 -0.115 -4.845
C 0.749 -1.049 -5.378
C 1.801 -1.483 -4.625
C 1.924 -1.020 -3.303
N 1.087 -0.167 -2.766
C 0.060 0.320 -3.525
C -2.764 2.909 -0.711
C -3.479 4.084 -0.482
C -4.800 3.989 -0.081
C -5.391 2.737 0.088
C -4.669 1.577 -0.155
C -3.342 1.658 -0.560
H -2.432 2.616 -3.333
H -2.863 1.779 -5.593
H -1.426 0.046 -6.600
H 0.610 -1.400 -6.396
H 2.530 -2.183 -5.017
H 2.720 -1.377 -2.656
H -2.998 5.047 -0.628
H -5.374 4.893 0.099
H -6.426 2.672 0.406
H -5.128 0.602 -0.029
H -2.773 0.762 -0.748
Cl 4.523 -6.728 0.318
C 3.853 -5.119 0.215
C 4.515 -4.050 0.842
C 4.033 -2.769 0.740
C 2.871 -2.473 -0.020
O 2.497 -1.255 -0.206
C 2.169 -3.584 -0.553
C 0.875 -3.414 -1.166
O 0.264 -2.361 -1.257
C 2.686 -4.889 -0.451
H 5.412 -4.253 1.415
H 4.533 -1.941 1.228
H 0.398 -4.323 -1.568
H 2.140 -5.714 -0.901
Se -3.457 -3.271 -0.357
C -2.351 -1.919 -0.075
N -1.607 -1.031 0.112
N 4.737 2.901 -4.435
C 4.473 2.662 -3.341
C 4.150 2.344 -1.966
C 5.135 2.290 -0.990
C 4.764 1.960 0.298
C 3.439 1.659 0.553
N 2.485 1.699 -0.384
C 2.840 2.061 -1.615
H 6.165 2.506 -1.244
H 5.493 1.917 1.097
H 3.120 1.350 1.537
H 2.051 2.144 -2.346
C -1.709 3.903 3.063
C -0.295 3.476 2.635
C -0.400 2.740 1.332
N -0.400 3.529 0.258
H -1.688 4.378 4.044
H -2.378 3.038 3.113
H -2.128 4.610 2.344
H 0.140 2.829 3.389
H 0.339 4.350 2.493
C -3.713 -4.107 3.253
C -2.628 -3.063 3.281
C -1.415 -3.299 2.631
C -0.416 -2.347 2.620
C -0.635 -1.136 3.263
C -1.824 -0.868 3.911
C -2.817 -1.840 3.918
S 0.647 0.088 3.273
C 1.625 -0.716 4.529
O 1.458 -0.164 1.993
H -3.337 -5.074 3.597
H -4.074 -4.235 2.227
H -4.559 -3.822 3.881
H -1.265 -4.239 2.109
H 0.516 -2.529 2.099
H -1.990 0.098 4.377
H -3.767 -1.633 4.400
H 1.995 -1.654 4.109
H 0.985 -0.896 5.395
H 2.455 -0.054 4.793
*
```

Calculated values
calculated total energy	-6565.5320	a.u.
LUMO (spin up / spin down)	-0.2 / -0.2	eV
ΔE to the lowest compared entry with this formula, charge and spin	0.884	eV
HOMO level (spin up / spin down)	-7.7 / -7.7	eV

# 2
Here is a molecular structure, C40H34N11OTl from the Open Molecules 2025 dataset. Energies are from ωB97M-V with the def2-TZVPD basis set.

```
! wB97M-V def2-TZVPD RIJCOSX def2/J DEFGRID3
* xyz 0 1
Tl 1.218 0.504 0.312
C 2.667 5.586 0.622
C 1.597 6.204 1.248
C 0.671 5.428 1.923
C 0.828 4.041 1.950
N 1.871 3.459 1.359
C 2.756 4.205 0.713
C -0.164 3.154 2.632
C -1.310 3.673 3.235
C -2.194 2.806 3.854
C -1.942 1.447 3.838
C -0.799 0.995 3.185
N 0.065 1.837 2.620
C -0.462 -0.452 3.074
C -1.423 -1.450 3.186
C -1.017 -2.775 3.100
C 0.323 -3.060 2.908
C 1.203 -1.998 2.748
N 0.822 -0.731 2.824
H 3.414 6.154 0.085
H 1.481 7.279 1.209
H -0.161 5.902 2.423
H 3.575 3.664 0.247
H -1.518 4.734 3.238
H -3.077 3.194 4.346
H -2.608 0.758 4.340
H -2.470 -1.202 3.300
H -1.745 -3.572 3.175
H 0.678 -4.079 2.847
H 2.253 -2.160 2.533
O 1.459 -1.996 -0.241
C 2.353 -2.789 -0.692
C 1.953 -4.017 -1.309
C 2.839 -4.892 -1.882
C 4.211 -4.623 -1.864
C 4.647 -3.475 -1.242
C 3.774 -2.553 -0.644
C 4.328 -1.384 0.025
N 3.668 -0.449 0.686
C 4.594 0.425 1.195
C 5.846 0.030 0.843
N 5.669 -1.115 0.099
H 0.889 -4.223 -1.326
H 2.474 -5.793 -2.360
H 4.913 -5.301 -2.330
H 5.716 -3.292 -1.223
H 4.287 1.264 1.800
H 6.819 0.439 1.047
H 6.402 -1.649 -0.326
C 3.148 2.458 -4.444
C 3.692 1.305 -3.900
C 2.971 0.630 -2.923
N 1.790 1.051 -2.480
C 1.272 2.156 -3.007
C 1.907 2.891 -3.996
H 3.685 3.011 -5.204
H 4.651 0.928 -4.227
H 3.347 -0.285 -2.475
H 0.307 2.457 -2.609
H 1.439 3.775 -4.406
C -1.516 -1.451 -1.661
C -2.088 -0.106 -1.392
N -1.590 0.823 -0.612
C -2.458 1.886 -0.652
C -3.509 1.597 -1.465
N -3.270 0.324 -1.941
C -4.146 -0.437 -2.790
N -4.649 -1.607 -2.109
N -4.528 -2.825 -2.684
N -4.932 -3.723 -1.878
C -5.324 -3.120 -0.704
C -5.806 -3.662 0.488
C -6.088 -2.784 1.509
C -5.908 -1.397 1.359
C -5.436 -0.843 0.190
C -5.141 -1.735 -0.842
H -0.504 -1.515 -1.261
H -1.493 -1.654 -2.734
H -2.118 -2.229 -1.185
H -2.261 2.783 -0.087
H -4.385 2.156 -1.751
H -3.624 -0.810 -3.670
H -4.964 0.211 -3.105
H -5.939 -4.730 0.589
H -6.460 -3.162 2.453
H -6.144 -0.746 2.191
H -5.295 0.224 0.086
*
```

Calculated values
calculated total energy	-2394.7513	a.u.
LUMO	0.1	eV
ΔE to the lowest compared entry with this formula, charge and spin	0.109	eV
HOMO level	-6.2	eV

# 3
Here is a molecular structure, C40H34N6O6S4Ta from the Open Molecules 2025 dataset. Energies are from ωB97M-V with the def2-TZVPD basis set.

```
! wB97M-V def2-TZVPD RIJCOSX def2/J DEFGRID3
* xyz 3 1
Ta -0.627 -0.575 0.841
S -7.209 -1.883 -1.771
C -8.443 -1.252 -0.784
C -7.958 -0.404 0.167
C -6.554 -0.264 0.095
C -5.998 -1.009 -0.916
C -4.591 -1.096 -1.289
C -3.598 -0.828 -0.333
N -2.301 -0.890 -0.609
C -1.893 -1.245 -1.853
C -2.805 -1.543 -2.868
C -2.298 -1.952 -4.147
C -0.971 -2.101 -4.350
C -0.025 -1.840 -3.300
C 1.355 -2.054 -3.436
C 2.216 -1.850 -2.371
C 1.645 -1.378 -1.176
N 0.353 -1.101 -1.042
C -0.495 -1.364 -2.078
C 3.647 -2.112 -2.449
C 4.330 -2.709 -3.478
C 5.715 -2.827 -3.228
C 6.068 -2.320 -2.014
S 4.729 -1.686 -1.172
C -4.168 -1.447 -2.563
H -9.467 -1.543 -0.952
H -8.583 0.104 0.885
H -5.988 0.391 0.744
H -3.869 -0.569 0.682
H -3.004 -2.161 -4.940
H -0.595 -2.434 -5.308
H 1.737 -2.402 -4.387
H 2.264 -1.231 -0.304
H 3.865 -3.070 -4.385
H 6.418 -3.272 -3.915
H 7.051 -2.282 -1.573
H -4.898 -1.650 -3.338
C 4.399 2.468 1.211
N 3.077 1.975 1.638
C 2.634 2.223 2.884
C 1.412 1.822 3.346
C 0.659 1.082 2.427
O -0.518 0.551 2.607
N 1.093 0.822 1.189
C 2.294 1.287 0.691
O 2.644 1.143 -0.454
H 5.138 2.204 1.964
H 4.371 3.548 1.079
H 4.647 1.997 0.267
H 3.321 2.774 3.515
H 1.085 2.006 4.356
S -1.631 1.500 -0.071
C -1.011 2.934 0.744
N -1.539 3.253 1.946
C -1.268 4.395 2.600
C -0.409 5.310 2.042
C 0.166 5.019 0.810
C -0.131 3.827 0.160
H -2.170 2.580 2.366
H -1.765 4.540 3.549
H -0.205 6.237 2.558
H 0.838 5.730 0.345
H 0.293 3.592 -0.806
C 3.663 0.591 7.506
C 3.187 -0.136 6.285
C 4.100 -0.561 5.317
C 3.687 -1.286 4.213
C 2.333 -1.573 4.074
C 1.394 -1.151 5.014
C 1.831 -0.435 6.111
S 1.818 -2.491 2.694
O 2.924 -2.893 1.894
O 0.818 -1.710 1.924
N 0.916 -3.665 3.362
C -0.004 -4.506 2.556
C -1.448 -3.981 2.547
C -1.508 -2.753 1.710
O -1.900 -1.601 2.151
O -0.985 -2.721 0.563
H 4.355 1.392 7.244
H 4.205 -0.096 8.159
H 2.837 1.011 8.076
H 5.154 -0.350 5.450
H 4.397 -1.646 3.480
H 0.346 -1.394 4.893
H 1.117 -0.121 6.862
H 1.462 -4.187 4.040
H 0.001 -5.487 3.024
H 0.366 -4.632 1.539
H -1.817 -3.773 3.549
H -2.083 -4.744 2.089
*
```

Calculated values
calculated total energy	-3973.8357	a.u.
LUMO	-8.8	eV
ΔE to the lowest compared entry with this formula, charge and spin	0.683	eV
HOMO level	-14.4	eV